C3H8NO | ωB97M-V with the def2-TZVPD basis set

Geometry (Å):
C (0.351, 0.098, 1.035)
C (-0.219, 1.024, 1.879)
C (-0.177, -1.668, -0.466)
N (-0.320, -1.120, 0.701)
H (0.995, 0.347, 0.182)
H (-0.808, 0.724, 2.755)
H (-0.168, 2.108, 1.781)
H (-0.718, -2.607, -0.577)
H (0.500, -1.215, -1.181)
H (-0.987, -1.492, 1.372)
H (0.826, 0.599, -2.640)
H (0.328, 1.940, -2.779)
O (0.397, 1.263, -2.060)

* HOMO (spin up / spin down): -0.71508 / -0.71340 Ha
* strongest force on any atom: 3.62 eV Å⁻¹
* spin multiplicity: 2
* charge: +2
* ΔE to the lowest compared entry with this formula, charge and spin: 201.0 kJ/mol



C3H11NO2 | ωB97M-V with the def2-TZVPD basis set

Geometry (Å):
C (0.000, 0.000, 0.000)
N (1.064, -0.954, 0.175)
C (2.018, -0.723, 1.228)
O (2.650, -1.878, 1.606)
C (3.629, -1.602, 2.560)
H (-0.060, 0.553, 0.952)
H (-0.989, -0.438, -0.216)
H (0.253, 0.711, -0.804)
H (1.558, -0.987, -0.726)
H (2.701, 0.052, 0.830)
H (1.490, -0.290, 2.100)
H (3.226, -1.259, 3.528)
H (4.301, -0.823, 2.163)
H (4.217, -2.520, 2.729)
O (5.068, -3.896, 3.086)
H (5.707, -3.334, 3.579)
H (4.201, -3.725, 3.520)

* HOMO: -0.32067 Ha
* strongest force on any atom: 2.19 eV Å⁻¹
* SMILES: CNCOC.O
* charge: 0
* ΔE to the lowest compared entry with this formula, charge and spin: 194.7 kJ/mol



C31H57CeCl2N3OP2 | ωB97M-V with the def2-TZVPD basis set

Geometry (Å):
P (-0.176, 0.793, -1.742)
C (-1.805, 0.333, -2.397)
C (-2.268, 1.191, -3.558)
C (-3.712, 0.819, -3.937)
C (-3.859, -0.677, -4.236)
C (-3.348, -1.527, -3.070)
C (-1.899, -1.154, -2.715)
C (1.235, 0.194, -2.687)
C (1.138, 0.613, -4.134)
C (2.450, 0.272, -4.872)
C (2.797, -1.213, -4.732)
C (2.854, -1.635, -3.259)
C (1.543, -1.298, -2.539)
C (-0.079, 2.635, -1.732)
C (-1.221, 3.267, -0.936)
C (-1.216, 4.795, -1.097)
C (0.139, 5.392, -0.702)
C (1.285, 4.733, -1.477)
C (1.276, 3.207, -1.308)
H (-2.498, 0.524, -1.532)
H (-1.609, 1.027, -4.431)
H (-2.222, 2.263, -3.324)
H (-4.038, 1.415, -4.796)
H (-4.370, 1.083, -3.094)
H (-4.903, -0.918, -4.455)
H (-3.279, -0.920, -5.137)
H (-3.980, -1.358, -2.185)
H (-3.409, -2.593, -3.315)
H (-1.540, -1.772, -1.877)
H (-1.252, -1.377, -3.580)
H (2.088, 0.722, -2.207)
H (3.260, 0.876, -4.441)
H (0.926, 1.690, -4.236)
H (0.306, 0.076, -4.625)
H (2.369, 0.551, -5.928)
H (3.750, -1.426, -5.226)
H (2.032, -1.810, -5.246)
H (3.064, -2.708, -3.172)
H (3.677, -1.103, -2.757)
H (1.627, -1.564, -1.469)
H (0.726, -1.907, -2.953)
H (-0.220, 2.842, -2.801)
H (-2.199, 2.852, -1.235)
H (-1.110, 3.010, 0.136)
H (-1.429, 5.042, -2.145)
H (-2.019, 5.231, -0.495)
H (0.303, 5.230, 0.374)
H (0.141, 6.471, -0.865)
H (2.248, 5.134, -1.153)
H (1.179, 4.967, -2.545)
H (2.096, 2.766, -1.895)
H (1.485, 2.941, -0.251)
Ce (0.000, 0.325, 0.914)
Cl (2.485, 0.367, 0.483)
Cl (-2.526, 0.466, 0.933)
C (-0.415, -1.902, 0.390)
H (-1.458, -1.910, 0.224)
C (0.383, -2.942, 0.454)
C (1.821, -2.964, 0.511)
C (2.481, -4.171, 0.516)
C (1.778, -5.370, 0.489)
C (0.366, -5.331, 0.445)
C (-0.288, -4.149, 0.428)
H (2.371, -2.005, 0.526)
H (3.578, -4.182, 0.546)
H (-0.192, -6.281, 0.423)
H (-1.392, -4.100, 0.387)
H (2.299, -6.321, 0.499)
C (-2.106, -1.390, 5.161)
N (-1.475, -0.496, 4.134)
C (-2.300, 0.783, 4.063)
P (0.272, -0.292, 4.245)
O (0.791, 0.143, 2.931)
N (0.843, 0.898, 5.401)
C (1.714, 1.987, 4.801)
C (-0.134, 1.561, 6.336)
N (1.078, -1.774, 4.581)
C (0.594, -2.989, 3.824)
C (2.584, -1.654, 4.394)
H (-3.181, -1.454, 5.055)
H (-1.871, -0.985, 6.172)
H (-1.689, -2.382, 5.078)
H (-2.461, 1.175, 5.078)
H (-1.759, 1.508, 3.456)
H (-3.271, 0.599, 3.628)
H (1.088, 2.580, 4.110)
H (2.121, 2.642, 5.567)
H (2.524, 1.522, 4.266)
H (-0.744, 2.292, 5.764)
H (-0.764, 0.794, 6.789)
H (0.362, 2.098, 7.127)
H (-0.083, -2.633, 3.013)
H (1.395, -3.569, 3.367)
H (0.036, -3.636, 4.478)
H (2.780, -1.449, 3.323)
H (2.938, -0.836, 5.001)
H (3.094, -2.564, 4.679)

* HOMO (spin up / spin down): -0.19502 / -0.19498 Ha
* strongest force on any atom: 8.90 eV Å⁻¹
* charge: 0